A cluster of 6 separate species, C13H26Br10O3 in total at a distorted geometry, computed with the ωB97M-V functional and the def2-TZVPD basis.

Last column: Löwdin charge in e.
CARTESIAN COORDINATES (ANGSTROEM)
C  11.3336  10.6044  6.1367  -0.031
O  11.9682  11.0125  7.3621  -0.077
C  13.2648  10.6986  7.4412  -0.658
O  13.8404  10.0953  6.5827  0.128
O  13.8010  11.2854  8.4735  -0.021
C  15.1472  10.9285  8.6384  -0.070
H  10.2921  10.9500  6.2071  0.091
H  11.3528  9.5158  5.9832  0.102
H  11.8492  11.0813  5.3098  0.095
H  15.7362  11.2036  7.7672  0.096
H  15.2455  9.8367  8.8015  0.116
H  15.4704  11.5614  9.4803  0.080
Br  6.5270  12.0929  6.7047  0.647
C  7.2569  13.0188  8.2144  -0.788
C  6.4633  12.6517  9.4202  -0.710
Br  7.1903  13.7708  10.8048  0.652
H  7.1735  14.0818  7.9943  0.050
H  8.3227  12.8230  8.3894  -0.003
H  6.5217  11.6123  9.7235  0.058
H  5.4369  13.0012  9.3531  0.052
Br  13.6405  15.7930  13.5145  0.631
C  15.1952  14.7005  13.9077  -0.691
C  14.8000  13.9064  15.1093  -0.739
Br  16.2947  12.7078  15.5225  0.612
H  16.0460  15.3509  14.0745  0.061
H  15.2655  14.0578  13.0338  0.030
H  13.9617  13.2071  14.9700  0.019
H  14.6143  14.5177  15.9818  0.051
Br  7.9023  9.5388  12.6110  0.642
C  7.2679  7.7805  13.1727  -0.761
C  7.6401  7.4635  14.5920  -0.671
Br  7.0308  5.6061  14.7388  0.634
H  7.6865  7.0200  12.4735  0.059
H  6.1801  7.7640  13.1268  0.048
H  7.2129  8.1103  15.3520  0.067
H  8.7227  7.3536  14.7135  0.055
Br  11.0266  14.1405  15.5921  0.698
C  9.4027  14.3847  14.5832  -0.694
C  8.8080  15.5857  15.2610  -0.738
Br  7.0658  15.9657  14.4495  0.605
H  8.7836  13.4915  14.6375  0.068
H  9.6637  14.6983  13.5825  0.053
H  9.4272  16.4710  15.0888  0.057
H  8.6469  15.5258  16.3276  0.044
Br  10.3857  11.6999  9.9779  0.767
C  10.6217  12.0014  11.8196  -0.745
C  11.9307  12.6156  12.2176  -0.764
Br  13.4669  11.5821  11.9237  0.740
H  10.4863  11.0288  12.2717  0.013
H  9.8187  12.6560  12.1370  0.012
H  11.9318  12.7585  13.2937  -0.014
H  12.1652  13.5940  11.7971  0.042

## Properties
Largest force on an atom: 0.0415 Eh/bohr
HOMO: -9.930 eV
SMILES string: COC(=O)OC.BrCCBr.BrCCBr.BrCCBr.BrCCBr.BrCCBr